Record 1
# C4H8FN

C4H8FN in the gas phase (wB97M-V/def2-TZVPD, OMol25).

The geometry in XYZ format:
```
14
Properties=species:S:1:pos:R:3:mulliken_charge:R:1
C 1.64329 -0.81417 0.35095 -1.13
N 0.32206 -0.55587 0.79102 -0.22
C -0.32450 0.57027 0.36116 0.63
F 0.36836 1.83630 0.96487 -0.42
C -1.78242 0.80425 0.15274 -0.62
C -0.83940 0.76989 -1.03421 -0.74
H 1.84427 -1.82171 0.38283 0.45
H 1.75476 -0.64678 -0.63343 0.39
H 2.34159 -0.15545 0.75965 0.36
H -0.12673 -1.01509 1.55440 0.24
H -2.28074 1.75683 0.41822 0.24
H -2.68530 0.12538 0.25248 0.24
H -0.94443 0.01313 -1.82450 0.25
H -0.62866 1.59447 -1.55133 0.32
```

Output
Strongest force on any atom ... 0.07984 hartree/bohr
SMILES ... CNC1(F)CC1
HOMO-LUMO gap ... 10.456 eV
HOMO energy ... -9.35 eV
LUMO level ... 1.104 eV

---

Record 2
# C9H8NOS

A gas-phase ion, C9H8NOS (charge +1) (wB97M-V/def2-TZVPD, OMol25).

The geometry in XYZ format:
```
20
Properties=species:S:1:pos:R:3:mulliken_charge:R:1
C 1.81527 -0.92743 -0.93002 -0.35
C 1.17573 -0.75162 -2.16943 -0.69
C 1.11578 -0.68465 0.23837 -0.41
C -0.06891 -0.34016 -2.25421 -0.18
C -0.26327 -0.31947 0.13574 0.36
C -0.88780 -0.10583 -1.10644 0.29
C -1.04298 -0.00031 1.36936 -0.94
C -0.66677 1.46413 1.69609 -0.02
C -1.06448 2.58185 0.91868 -0.12
N -2.07499 0.44949 -1.12590 0.13
O -2.64671 0.82170 -2.08132 -0.44
S 0.51563 2.35300 0.51727 0.16
H 2.84170 -1.22986 -0.94956 0.44
H 1.77746 -1.23920 -2.96430 0.33
H 1.65340 -0.65097 1.25638 0.30
H -0.54631 -0.35933 -3.26413 0.36
H -2.04955 -0.16650 1.13494 0.45
H -0.77470 -0.60290 2.21720 0.50
H -0.33818 1.46336 2.78380 0.44
H -1.83700 3.40972 0.89307 0.38
```

Output
Strongest force on any atom ... 0.12179 hartree/bohr
Net charge ... +1
HOMO-LUMO gap (alpha / beta) ... 5.653 / 5.990 eV
HOMO energy (alpha / beta) ... -12.19 / -12.48 eV
LUMO level (alpha / beta) ... -6.539 / -6.490 eV

---

Record 3
# C5H9N2S

A gas-phase ion, C5H9N2S (charge +1) (wB97M-V/def2-TZVPD, OMol25).

The geometry in XYZ format:
```
17
Properties=species:S:1:pos:R:3:mulliken_charge:R:1
C 0.20902 0.33096 1.37857 -1.06
C 0.19103 0.09476 -0.13040 0.33
C 1.13223 0.81858 -1.02857 -1.45
N -0.15716 -1.09421 -0.66558 -0.08
C -1.43160 -1.67588 -0.62042 0.08
N -2.40218 -1.24699 0.10061 -0.30
C -2.60487 -0.00922 0.45206 -0.02
S -1.97900 1.35596 -0.37615 -0.05
H -0.28815 -0.51499 1.98159 0.34
H -0.03067 1.40114 1.50264 0.37
H 1.20248 0.07038 1.60856 0.44
H 1.44533 1.93459 -0.83034 0.32
H 0.56543 0.77197 -2.01742 0.41
H 2.01968 0.34006 -0.91607 0.50
H 0.52768 -1.43089 -1.40994 0.36
H -1.58992 -2.71290 -0.99294 0.40
H -3.38999 0.14340 1.21197 0.40
```

Output
Strongest force on any atom ... 0.09601 hartree/bohr
Net charge ... +1
SMILES ... CC(C)=[NH+]/C=N\C=S
HOMO-LUMO gap (alpha / beta) ... 7.591 / 7.592 eV
HOMO energy (alpha / beta) ... -13.73 / -13.73 eV
LUMO level (alpha / beta) ... -6.137 / -6.137 eV